ORCA calculation (ωB97M-V/def2-TZVPD) on an isolated molecule of C3H6O2.

For the HOMO-LUMO gap, the calculation gives 0.419 Ha. As for the structure (SMILES): OC[C@H]1CO1. As for the relative energy (zero: lowest compared OMol25 entry of this formula, charge and spin): 195.2 kJ/mol. The value obtained for the strongest force on any atom is 0.0075 Eh/bohr. As for the spin multiplicity: 1.

Atoms and positions in Å:
O -1.670 0.442 -1.136
C -0.952 0.622 0.062
C 0.506 0.297 -0.159
C 1.196 -0.720 0.635
O 0.698 -1.025 -0.660
H -1.401 -0.426 -1.470
H -1.077 1.668 0.357
H -1.353 -0.010 0.871
H 1.098 1.052 -0.678
H 0.672 -1.203 1.459
H 2.282 -0.698 0.720

Forces on the atoms, in the same order (eV/Å):
-0.01 -0.19 -0.16
0.15 0.10 0.34
-0.07 0.23 -0.02
0.14 -0.02 0.29
0.01 -0.17 -0.14
-0.15 0.12 -0.05
0.05 -0.13 -0.01
0.05 0.06 -0.16
-0.08 -0.12 0.08
0.06 0.10 -0.13
-0.16 0.02 -0.03

---

ORCA calculation (ωB97M-V/def2-TZVPD) on an isolated molecule of ClH4N2OP at a distorted geometry.

For the HOMO-LUMO gap, the calculation gives 0.411 Ha. As for the structure (SMILES): NP(N)(=O)Cl. As for the relative energy (zero: lowest compared OMol25 entry of this formula, charge and spin): 5.3 kJ/mol. The value obtained for the strongest force on any atom is 0.0379 Eh/bohr. As for the spin multiplicity: 1.

Atoms and positions in Å:
N -0.064 -0.062 -1.309
P -0.875 -0.677 0.045
N 0.273 -0.391 1.212
O -1.429 -2.023 -0.138
Cl -2.462 0.697 0.120
H 0.393 -0.872 -1.778
H 0.473 0.831 -1.225
H 0.701 0.490 0.872
H -0.078 -0.362 2.212

Forces on the atoms, in the same order (eV/Å):
0.28 -0.61 0.23
-0.41 0.46 -1.85
-1.11 0.82 1.24
0.49 0.46 0.45
0.80 -0.43 0.48
-0.16 1.33 0.28
-0.63 -1.48 -0.35
-0.03 -0.68 1.19
0.77 0.13 -1.66

---

ORCA calculation (ωB97M-V/def2-TZVPD) on C4H6LiO2Sr as an isolated structure at a distorted geometry.

For the HOMO-LUMO gap, the calculation gives 0.227 Ha. As for the relative energy (zero: lowest compared OMol25 entry of this formula, charge and spin): 0.0 kJ/mol. The total charge is +1. The value obtained for the strongest force on any atom is 0.0332 Eh/bohr. As for the spin multiplicity: 1.

Atoms and positions in Å:
O -0.074 0.980 0.923
C 1.023 1.117 1.763
C 1.284 0.157 2.690
Sr 1.084 2.639 -0.150
Li 0.358 -0.905 0.394
H 0.524 -0.598 2.958
H 2.176 0.193 3.318
C 2.296 0.066 -1.997
C 2.910 -0.555 -0.986
O 2.070 1.431 -1.977
H 2.005 -0.418 -2.930
H 3.091 -1.627 -1.071
H 3.300 -0.004 -0.128
H 1.923 1.786 -2.862

Forces on the atoms, in the same order (eV/Å):
0.08 -0.58 -0.85
0.73 -0.61 -0.20
-0.29 0.14 -0.37
-0.66 0.22 1.56
0.07 1.08 0.89
0.17 0.18 -0.06
-0.32 0.06 -0.24
0.60 -0.96 0.08
-0.32 0.39 -0.49
0.08 0.28 -0.41
-0.06 0.04 0.31
-0.04 0.33 0.08
-0.20 -0.26 -0.13
0.17 -0.31 -0.15

---

- Number 2 is which compound?
  ClH4N2OP